48
Properties=species:S:1:pos:R:3:forces:R:3 method="wB97M-V/def2-TZVPD" gap_ev="7.2 / 7.0" charge=0 spin_multiplicity=4 s_squared=3.777 homo_energy_ev="-7.85 / -8.44"
I 1.3781 2.6480 -3.7036 -0.1522 0.8287 -1.0557
V 0.9213 1.2921 -1.5914 -1.1177 -2.4649 0.2855
S 0.4214 -0.8197 0.7792 -0.4934 -0.1425 2.2173
O -0.8296 -0.2311 0.2833 1.0339 -0.3012 -0.4951
O 0.5106 -2.2644 0.6607 0.1879 0.4390 -0.4850
O 1.6661 -0.0852 0.4002 -0.8370 0.4171 -1.5736
N 0.8012 -0.8387 -2.2762 -0.7177 -0.0126 -0.0503
N -1.1464 1.0292 -2.2955 0.1052 -0.4228 -0.4794
C 0.3076 0.2409 5.2341 0.0549 -0.1117 -0.2950
C 0.4570 1.2267 4.2527 -0.0814 -0.1835 -0.1232
C 0.1833 0.6425 6.6732 -0.0017 0.0475 0.3216
C 1.6579 -3.0409 -2.6874 -0.3042 0.1395 0.1992
C 0.3229 -1.4613 3.4985 -0.0660 0.5564 -0.1671
C 1.7570 -1.7669 -2.1313 -0.0538 -0.0650 -0.5737
C -3.4600 1.6599 -2.3829 0.5245 0.1120 -0.0710
C -1.4655 -0.2044 -2.7500 -1.2790 0.8468 0.3452
C -3.8153 0.3844 -2.8093 0.2451 0.0734 0.0873
C 0.3964 -0.4495 2.5333 0.1522 -0.2930 0.2052
C -2.1059 1.9561 -2.1839 -0.6189 -0.4255 0.0948
C -2.8075 -0.5445 -3.0147 0.7680 0.1587 0.1562
C -0.3911 -1.1972 -2.8104 0.8669 -1.2723 0.3458
C 0.5027 0.8897 2.9053 -0.1681 -0.2629 0.2376
C -0.0295 2.4924 -0.3286 0.5686 1.1391 0.9049
C 0.4297 -3.4356 -3.2183 0.1867 0.3972 0.0257
C 2.9724 1.0625 -2.3866 1.8587 0.2117 0.3698
C -0.6129 -2.5191 -3.2456 -0.0725 0.7438 0.1043
C 0.2717 -1.1058 4.8486 -0.0149 0.1270 -0.2645
H 0.2813 1.7273 6.7733 0.0233 -0.1545 0.0623
H -0.9410 2.2043 0.2022 0.2998 0.0025 -0.2028
H 0.1945 -1.8892 5.6047 0.0104 0.2284 -0.1382
H -4.2001 2.4261 -2.1701 0.1097 -0.1428 -0.1670
H 0.3032 -2.4996 3.1728 -0.0382 0.2227 0.1009
H -4.8560 0.1066 -2.9645 0.2196 0.0913 0.0515
H 0.5256 2.2762 4.5396 -0.0360 -0.2322 0.0168
H 3.1761 0.1790 -2.9901 -0.3576 0.1425 0.0898
H 0.7992 2.5916 0.3974 -0.2169 0.1794 0.0664
H -3.0268 -1.5602 -3.3055 -0.2211 0.1325 -0.0737
H 2.5226 -3.7018 -2.6664 -0.3301 0.0769 0.1587
H 3.7122 1.8254 -2.6398 -0.1617 -0.1825 0.1415
H -0.7907 0.3601 7.0896 0.1178 0.0090 -0.1028
H 0.6031 1.6611 2.1465 -0.0309 -0.2116 0.2086
H 3.0916 0.8549 -1.2972 -0.1442 -0.0532 -0.2530
H -1.8079 2.9524 -1.8548 -0.0581 -0.4501 -0.1680
H 0.2741 -4.4408 -3.5927 0.0724 0.0751 0.0231
H 2.6381 -1.4743 -1.5665 -0.1793 0.0235 -0.1979
H -1.6099 -2.7887 -3.5949 0.5190 -0.1172 0.0177
H 0.9484 0.1653 7.2946 -0.0685 0.0753 -0.0711
H -0.1313 3.4640 -0.8319 -0.1034 0.0050 0.1706

17
Properties=species:S:1:pos:R:3:forces:R:3 method="wB97M-V/def2-TZVPD" gap_ev=9.9 smiles="CC(=O)NCC=O.O" charge=0 homo_energy_ev=-9.46 de_lowest_kcal_mol=55.1
O 2.5260 -1.3924 0.1611 -0.8373 -0.2730 0.8385
O -1.3886 2.1539 -1.4220 0.1831 0.8129 0.0207
O -2.4035 -0.2205 2.4074 0.1462 1.6794 0.0721
N 0.8773 -0.4688 -0.9498 0.6135 -0.5386 -0.6880
C 1.3848 -0.9402 0.2599 2.8544 -0.1419 -0.9922
C 0.7287 -0.6020 1.5802 -0.2775 2.8213 -0.9229
C -0.4851 -0.0406 -1.2162 0.6375 -1.9973 -1.7727
C -0.4342 1.4628 -1.6470 -3.3554 -2.2345 1.4328
H 0.3727 1.7839 -2.2501 1.5035 0.3481 -0.6203
H -1.0667 -0.4570 -0.3472 -0.0407 1.5297 -0.9440
H -2.1141 0.5966 2.8935 -0.3639 -1.2404 -0.4828
H -0.8924 -0.7049 -2.1360 0.7055 1.7216 1.7264
H -0.2790 -0.2755 1.2877 0.1037 -0.3970 1.0714
H 1.5513 -0.6289 -1.7687 -1.4332 0.1950 2.0000
H 1.2382 0.3930 1.8621 -0.5558 -1.3648 -0.3815
H 0.7693 -1.2021 2.4885 0.0818 -0.5612 -0.7614
H -2.7575 0.1689 1.5860 0.0344 -0.3595 0.4038

9
Properties=species:S:1:pos:R:3:forces:R:3 method="wB97M-V/def2-TZVPD" gap_ev="5.6 / 8.5" charge=0 spin_multiplicity=3 s_squared=2.006 homo_energy_ev="-5.49 / -11.74"
O 0.6196 0.4232 -1.7873 0.5728 -2.2171 -2.3600
O -0.9590 -0.9522 0.0424 -4.4571 2.3602 0.6093
O 0.3653 2.3072 -0.2197 -1.7290 1.4620 2.8923
O -0.0323 -0.9422 2.0955 -0.2126 1.7970 7.0824
C -0.0326 -1.2425 0.9258 2.8459 -3.3631 -7.6818
B 0.5470 1.3712 -1.0824 -0.4411 0.2747 0.8994
H -0.8784 -1.2464 -0.8397 0.9794 -0.6169 -1.1872
H 0.7199 -1.8349 0.3859 0.7748 -0.0859 1.3598
H -0.3495 2.1166 0.4793 1.6671 0.3891 -1.6142

47
Properties=species:S:1:pos:R:3:forces:R:3 method="wB97M-V/def2-TZVPD" gap_ev=8.3 charge=0 homo_energy_ev=-8.08
Sb 0.7375 2.1571 -0.6432 0.3486 -0.4851 0.1132
Ga -0.5862 -0.0776 -0.3735 -0.6484 0.6014 0.0062
F 2.7323 -0.2470 -0.7706 -0.0619 0.0966 0.0218
F 3.6705 1.5261 2.0855 0.0040 0.0496 0.0385
F 4.5070 -0.2378 1.1579 0.0086 -0.0138 0.0289
F 1.7363 -0.0902 1.1928 -0.0132 0.0412 -0.0617
F 4.5940 1.6611 0.1256 -0.0064 -0.0042 -0.0101
O 1.1439 -1.9906 -2.8991 0.0777 0.1057 -0.0131
O -2.0866 0.1498 -1.4754 -0.0835 -0.2911 0.1016
O -0.8312 -1.5819 1.0849 0.0344 -0.2870 0.0825
O -3.6666 -1.4494 -1.3960 -0.0644 -0.0349 -0.0603
N -1.8363 0.8789 1.2404 -0.0287 0.0122 0.0087
N 0.1399 -1.8398 -0.8561 0.3028 -0.1774 -0.1772
N 0.0756 -3.6560 0.6235 0.0545 -0.0690 0.0051
C 1.1814 -3.8960 -1.4829 0.0229 0.0544 0.0246
C -0.3144 -4.1920 1.9246 0.0359 -0.0153 -0.1189
C 1.0252 3.3438 1.0944 0.0036 0.0592 0.0173
C -3.2388 -0.3743 -1.0595 0.3157 0.1073 -0.0508
C -3.2268 0.3642 1.3104 0.0875 -0.0056 -0.0224
C 0.8571 -2.5110 -1.8476 -0.2113 -0.0410 0.0401
C 3.8221 0.8881 0.9102 -0.0603 0.0748 -0.0446
C -3.9386 0.4976 -0.0361 -0.0436 0.0736 0.1538
C 0.7952 -4.3967 -0.3075 -0.0703 -0.0420 0.1270
C -0.8691 3.4167 -1.3759 -0.0574 0.0911 -0.0434
C 2.4711 0.6613 0.2443 0.1316 -0.2304 0.0064
C 2.0944 2.5146 -2.2170 0.0151 0.0787 -0.0490
C -0.2143 -2.3787 0.3095 0.0343 0.1495 -0.0714
H -1.3537 0.6849 2.1131 0.0059 -0.0133 -0.0057
H -1.3730 2.9511 -2.2227 0.0218 -0.0025 0.0206
H -3.7890 0.8859 2.0858 -0.0319 0.0520 0.0166
H 0.1680 3.2253 1.7584 0.0182 0.0116 0.0063
H -1.3924 -4.1276 2.0521 -0.0186 0.0199 -0.0104
H -3.9189 1.5405 -0.3599 -0.0258 -0.0025 -0.0324
H -3.1634 -0.6856 1.5930 0.0136 -0.0218 -0.0055
H 1.0869 4.3921 0.8019 0.0158 -0.0375 0.0042
H 0.1742 -3.6424 2.7262 0.0118 0.0265 0.0023
H 1.0134 -5.4113 -0.0055 -0.0057 0.0003 0.0120
H 1.6067 3.0938 -2.9982 0.0384 -0.0178 -0.0068
H -0.4371 4.3710 -1.6837 -0.0719 0.0153 -0.0076
H 1.9304 3.0319 1.6073 -0.0525 0.0683 0.0192
H -0.0101 -5.2346 1.9625 -0.0084 0.0012 0.0233
H -4.9716 0.1751 0.0776 -0.0032 -0.0136 -0.0062
H -1.6050 3.6098 -0.5917 -0.0082 0.0006 -0.0239
H 2.4228 1.5501 -2.5965 0.0155 0.0157 -0.0172
H -1.8496 1.8880 1.1193 -0.0495 -0.0018 -0.0091
H 1.7376 -4.4935 -2.1878 -0.0030 0.0037 -0.0044
H 2.9492 3.0552 -1.8147 0.0096 -0.0029 -0.0282

no.,DFT total energy (Ha)
1,-2711.691877
2,-438.241205
3,-365.596356
4,-3637.021548